{"formula": "C4H7NO2", "method": "the ωB97M-V functional and the def2-TZVPD basis", "e_above_lowest_kj_mol": 465.1, "homo_lumo_gap_ha": 0.2881, "e_homo_ev": -8.1117, "e_tot_ev": -9842.45895, "charge": 0, "elements": ["C", "H", "N", "H", "C", "H", "H", "O", "C", "H", "H", "H", "C", "O"], "coordinates": [[0.0830, -0.5285, -0.5342], [2.0011, 1.2333, -0.1250], [-0.6466, 0.6410, -0.7959], [-1.0064, 0.9296, 1.3653], [-1.4946, 0.7773, 0.3882], [-2.9891, -0.9432, 0.0869], [0.4318, -1.0353, -1.4378], [-1.0378, -1.5017, -0.0046], [2.2293, 0.1849, 0.0834], [2.6906, -0.2663, -0.8035], [-2.2761, 1.5209, 0.2418], [2.9205, 0.1134, 0.9205], [-1.9591, -0.5960, 0.1452], [1.0535, -0.5294, 0.4699]], "atomic_forces_ev_per_a": [[-0.1, 0.2, 0.1], [0.0, -0.1, 0.0], [0.0, -0.4, 0.2], [0.0, -0.1, -0.1], [0.1, 0.0, -0.1], [0.0, 0.0, 0.0], [0.0, 0.0, 0.1], [-0.2, 0.6, 0.0], [-0.2, -0.1, 0.0], [-0.1, 0.0, 0.1], [0.0, 0.0, 0.0], [0.0, 0.0, 0.0], [0.5, -0.2, -0.1], [-0.1, 0.0, -0.1]], "nbo_charge": [0.4855, 0.1901, -0.6429, 0.1856, -0.3451, 0.1916, 0.1642, -0.4645, -0.2576, 0.1700, 0.2150, 0.1968, 0.4586, -0.5473]}

***

{"formula": "C2HO3Yb", "method": "the ωB97M-V functional and the def2-TZVPD basis", "e_above_lowest_kj_mol": 0.0, "homo_lumo_gap_ha": 0.1679, "e_homo_ev": -11.0725, "e_tot_ev": -39752.15586, "charge": 1, "elements": ["O", "C", "C", "Yb", "O", "H", "O"], "coordinates": [[-0.9913, -0.0081, -1.4524], [-1.0664, 0.9713, -0.6679], [-0.0178, 0.7502, 0.5053], [0.2660, -1.9415, -1.4513], [0.8728, 1.5156, 0.7409], [0.7499, -0.6924, 1.5558], [0.1867, -0.5950, 0.7696]], "atomic_forces_ev_per_a": [[1.0, -1.6, -0.3], [-0.8, 1.0, 0.5], [1.8, 1.2, -2.1], [-1.0, 1.8, 0.8], [-1.2, -0.2, 0.6], [0.1, 0.2, -0.1], [0.1, -2.4, 0.5]], "nbo_charge": [-0.8921, 0.2418, 0.6179, 1.8517, -0.4910, 0.5222, -0.8505]}

***

{"formula": "C34H28N9O5STa", "method": "the ωB97M-V functional and the def2-TZVPD basis", "e_above_lowest_kj_mol": 173.7, "homo_lumo_gap_ha": 0.1932, "e_homo_ev": -12.6256, "e_tot_ev": -71734.09810, "charge": 2, "elements": ["N", "C", "C", "H", "S", "H", "C", "C", "C", "C", "N", "N", "O", "H", "H", "C", "N", "C", "C", "H", "C", "N", "C", "C", "H", "H", "N", "H", "H", "C", "C", "N", "C", "C", "C", "H", "C", "O", "C", "H", "H", "O", "C", "H", "H", "C", "C", "C", "H", "H", "H", "N", "C", "C", "C", "Ta", "H", "O", "O", "H", "C", "C", "C", "H", "H", "C", "C", "C", "H", "H", "H", "C", "H", "H", "H", "N", "C", "H"], "coordinates": [[2.7473, -3.7123, -3.9312], [-0.5981, -2.2209, 4.8755], [-0.5728, -0.3843, -4.3375], [2.0140, -1.6152, 4.1464], [0.0978, -3.1847, -0.9220], [3.7153, -0.6887, 2.6111], [1.3443, 2.8135, 0.1256], [-3.6174, 3.4824, -0.3787], [0.8073, -0.3963, 5.9243], [2.5492, 0.9755, 6.8653], [2.4293, 0.2397, -1.8523], [1.0191, -0.2301, 0.6883], [0.3707, 0.0702, -3.5299], [1.2710, 2.6701, 1.2029], [-4.5982, -0.4306, -3.3966], [-5.2684, -1.4401, -5.1594], [-1.4790, 0.8849, -1.9635], [-1.3451, 3.6464, 0.4226], [2.6709, -0.6915, 2.3333], [1.2873, 3.8694, -0.1299], [3.1105, -0.5746, -2.3696], [5.9954, -2.2889, -3.5560], [-4.3167, -0.8698, -4.3435], [0.3705, -1.1418, 2.8237], [-3.3106, -2.4631, -7.7279], [-0.9472, -0.6167, 1.2163], [0.2483, -1.6951, 5.7994], [-3.9890, 1.9407, -1.8324], [-4.6360, 3.8431, -0.3773], [-1.9276, -0.3205, -3.8924], [2.6242, 3.4706, 6.5231], [-2.2859, 0.4391, -2.8555], [1.9728, -0.2667, 6.6746], [-2.6620, 4.0843, 0.4310], [0.8259, 1.9798, 5.5629], [2.4237, -1.1456, 7.1216], [-3.5994, -2.0221, -6.7822], [1.2846, -2.2874, -2.9662], [-2.9731, -0.8662, -4.7311], [3.5203, 3.5796, 5.9088], [2.2785, 2.4057, -0.2460], [-0.6253, -1.5980, -1.2265], [3.5688, -1.6775, -2.9905], [3.6970, -3.9649, -4.1617], [2.0078, -4.3556, -4.1618], [0.2295, 0.7407, 5.3742], [4.9191, -1.9725, -3.3049], [1.7193, -1.1866, 3.2003], [-2.9365, 4.9117, 1.0703], [-1.5305, -1.8017, 3.1499], [0.3521, -2.2940, 6.6061], [-0.6700, -1.5607, 3.6186], [0.0843, -0.6549, 1.5507], [2.2976, -0.2210, 1.0888], [-1.2542, -1.3781, -6.3981], [0.4148, -0.1508, -1.6401], [1.9388, 4.2768, 6.2671], [-1.2793, -3.1978, 5.0649], [0.2884, 2.0993, -0.5461], [-6.3069, -1.4356, -4.8563], [1.9903, 2.1243, 6.3083], [-4.9104, -2.0315, -6.3774], [-3.2660, 2.4210, -1.1899], [2.9281, 3.5940, 7.5620], [-0.6164, 4.1334, 1.0538], [-1.9542, 1.9577, -1.1805], [-0.9964, 2.5909, -0.3987], [2.4705, -2.5806, -3.2979], [3.0320, 0.1605, 0.3986], [-5.6661, -2.4908, -6.9993], [-1.0083, -1.7642, -7.3800], [-0.2642, -0.8438, -5.6206], [-0.7055, 0.6747, 4.8350], [0.7632, -0.7890, -5.9547], [0.3500, 2.8599, 5.1465], [1.2483, -3.0601, -0.0771], [-2.6088, -1.4348, -5.9729], [3.4480, 1.0584, 7.4640]], "atomic_forces_ev_per_a": [[0.1, 0.0, 0.0], [0.0, 0.0, -0.2], [-0.7, -0.1, 0.0], [0.0, 0.0, 0.0], [0.2, -0.9, 0.7], [0.0, 0.0, 0.0], [0.3, 0.0, 0.0], [0.0, 0.0, 0.0], [0.0, 0.2, 0.0], [0.0, 0.1, 0.0], [0.4, 0.1, 0.2], [0.1, -0.4, -0.7], [-0.1, 0.1, -0.6], [0.0, 0.0, 0.0], [0.0, 0.0, 0.0], [0.0, 0.0, 0.0], [0.7, -0.8, -0.2], [0.1, 0.0, 0.1], [-0.1, 0.0, 0.0], [-0.1, 0.0, 0.0], [-0.2, 0.0, 0.1], [0.0, 0.0, -0.1], [0.0, 0.0, 0.0], [0.1, 0.1, 0.0], [0.0, 0.0, 0.0], [0.0, -0.1, 0.0], [0.2, -0.1, 0.2], [0.0, 0.0, 0.0], [0.0, 0.0, 0.0], [0.4, -0.2, -0.1], [0.0, -0.1, 0.0], [-0.3, 0.4, 0.1], [0.0, -0.1, 0.0], [0.0, 0.0, 0.0], [0.1, 0.0, 0.0], [0.0, 0.0, 0.0], [0.0, 0.0, 0.0], [0.2, 0.4, 0.3], [-0.1, 0.0, -0.1], [0.0, 0.0, 0.0], [0.0, 0.0, 0.0], [-0.2, 0.0, -0.3], [0.2, -0.1, -0.2], [0.0, 0.0, 0.0], [0.0, 0.0, 0.0], [-0.1, 0.0, 0.0], [0.1, 0.1, 0.1], [0.0, 0.0, -0.1], [0.0, 0.0, 0.0], [0.0, -0.1, 0.0], [-0.1, 0.0, 0.0], [-0.1, 0.0, 0.1], [-0.2, 0.1, 0.0], [0.0, 0.0, 0.1], [0.0, 0.1, 0.1], [-0.5, 2.3, 0.9], [0.0, 0.0, 0.0], [0.0, 0.1, 0.0], [0.1, -0.8, -0.7], [0.0, 0.0, 0.0], [0.0, 0.0, 0.0], [0.1, 0.0, -0.1], [0.1, -0.2, -0.1], [0.0, 0.0, 0.0], [0.0, 0.0, 0.0], [-0.1, 0.3, 0.3], [-0.3, 0.1, 0.0], [-0.2, 0.0, 0.0], [0.0, -0.1, 0.0], [0.0, 0.0, 0.0], [0.0, 0.0, 0.0], [0.3, 0.1, 0.0], [0.0, 0.0, 0.0], [0.0, 0.0, 0.0], [0.0, 0.0, 0.0], [-0.1, -0.4, 0.0], [-0.1, 0.0, 0.1], [0.0, 0.0, 0.0]], "lowdin_charge": [0.2450, -0.5061, -0.2572, 0.1238, 1.0149, 0.1288, -0.0229, -0.0419, -0.2693, -0.0253, 0.0249, -0.0917, -0.1884, 0.1080, 0.1120, -0.0276, -0.0766, 0.0062, 0.0002, 0.1157, -0.0850, 0.2021, -0.0053, -0.2136, 0.1272, 0.1224, 0.1436, 0.1159, 0.1222, -0.1314, -0.0427, 0.1460, -0.0181, -0.0313, -0.0364, 0.1228, 0.0009, -0.1811, -0.0881, 0.0861, 0.0816, -0.6860, -0.1378, 0.1292, 0.1407, -0.0304, -0.1837, 0.0446, 0.1241, 0.1546, 0.1658, 0.1423, -0.0921, -0.1578, 0.0545, 1.9534, 0.0777, 0.1147, -0.2182, 0.1210, -0.2713, -0.0354, 0.0126, 0.0876, 0.1195, -0.1769, -0.2166, -0.4608, 0.0916, 0.1213, 0.1383, 0.0264, 0.1133, 0.1362, 0.1112, -0.2963, -0.1512, 0.1237]}

***

{"formula": "CH3O4P", "method": "the ωB97M-V functional and the def2-TZVPD basis", "e_above_lowest_kj_mol": 82.9, "homo_lumo_gap_ha": 0.2216, "e_homo_ev": 1.3726, "e_tot_ev": -18563.97449, "charge": -2, "elements": ["C", "O", "O", "H", "O", "H", "H", "O", "P"], "coordinates": [[-0.3606, 0.9963, 0.6213], [2.1515, -0.9132, -0.2007], [-1.0038, 1.2474, -0.5929], [-0.6764, 0.4093, -1.2232], [-0.1334, -1.0288, -1.4721], [0.3334, 1.6977, 0.8228], [-1.0952, 0.7398, 1.2963], [0.1586, -2.1043, 0.8617], [0.6259, -1.0442, -0.1131]], "atomic_forces_ev_per_a": [[0.3, -4.7, -3.6], [-0.8, 0.4, -0.2], [0.0, -0.7, -2.7], [-0.9, 1.5, 1.3], [0.3, 0.7, 0.6], [2.4, 2.5, 1.2], [-1.2, -0.4, 2.3], [-0.3, -0.1, 0.1], [0.2, 0.9, 0.8]], "nbo_charge": [-0.4182, -1.2490, -0.8803, 0.5105, -1.2182, 0.1138, 0.1208, -1.2526, 2.2732]}